Density functional theory data (ωB97M-V/def2-TZVPD) for a 2-piece molecular cluster, C5H15N3 overall.

```
23
Properties=species:S:1:pos:R:3:lowdin_charge:R:1
C 2.41024 0.62818 -0.02945 -0.030
H 1.86298 0.13727 1.81790 0.096
H -2.80876 0.40074 1.38902 0.076
H 0.35698 -1.70431 1.09155 0.067
H -1.89014 -1.86435 -1.60622 0.174
H -0.54366 1.39611 -0.59839 0.144
H 3.15352 1.30142 -1.85380 0.151
H -2.42981 -0.27645 -1.29651 0.156
C -2.33422 1.12986 0.75124 -0.014
N 2.59753 0.22367 1.18799 0.207
H -2.87678 1.20047 -0.17393 0.048
C -0.75412 -0.67786 -0.27737 -0.299
H -0.20982 0.75474 1.01968 0.072
H -1.30520 -2.57801 0.72869 0.160
H 3.49027 0.57118 1.60453 0.183
C -0.36266 -1.96803 0.33627 -0.023
H -2.24022 2.12798 1.37105 0.141
N 3.27534 1.18425 -0.84725 0.197
H -1.21521 -0.46143 -2.34411 0.208
H 0.04460 -2.63595 -0.44045 0.103
C -0.86686 0.65572 0.20038 -0.227
N -1.61775 -0.89480 -1.47035 0.234
H 4.26376 1.34960 -0.56047 0.175
```

The net charge is +2. Its orbital gap (alpha / beta) is 11.57 / 5.55 eV. For the relative energy (zero: lowest compared OMol25 entry of this formula, charge and spin), the calculation gives 131.9 kcal/mol.

***

Density functional theory data (ωB97M-V/def2-TZVPD) for a 3-piece molecular cluster, C5H15N3O overall.

```
24
Properties=species:S:1:pos:R:3:lowdin_charge:R:1
H 0.10219 -1.70396 0.92141 0.002
H -2.15612 -1.42974 2.01403 0.046
O 1.15415 0.30058 -1.04342 0.050
N 0.91427 -2.07861 0.42473 0.000
H -2.75247 0.71653 1.35043 0.073
H -2.57367 0.91012 -2.78551 0.067
H -2.34065 2.06330 -1.45860 0.073
C -2.66336 1.04976 -1.70058 -0.168
H 4.06392 0.59709 0.03791 0.084
H 2.97015 1.44552 1.12935 0.087
H -2.14332 -0.84254 -1.11163 0.088
C 3.09225 1.08329 0.10862 -0.018
C 1.99618 0.09648 -0.19974 -0.436
H 0.67467 -2.12029 -0.56180 0.063
H -0.88237 0.20945 -1.14478 0.037
H 2.95552 -1.72095 0.29073 0.121
H 2.14774 -0.95781 1.66383 0.123
N -1.86813 0.11533 -0.92261 -0.079
H -3.71621 0.94318 -1.42854 0.070
C 2.04221 -1.19391 0.60310 -0.230
C -1.72997 0.33533 1.38969 -0.186
H 3.04783 1.92455 -0.57896 0.082
H -0.95018 1.06145 1.20009 0.064
N -1.38463 -0.80416 1.80223 -0.017
```

The net charge is 0. Its orbital gap is 9.58 eV. For the relative energy (zero: lowest compared OMol25 entry of this formula, charge and spin), the calculation gives 44.4 kcal/mol. The SMILES is CC(=O)CN.C=N.CN.

***

Density functional theory data (ωB97M-V/def2-TZVPD) for a 3-piece molecular cluster, C5H15N3O overall.

```
24
Properties=species:S:1:pos:R:3:lowdin_charge:R:1
H 1.54888 0.88064 -2.78508 0.085
H 0.14666 0.30733 -0.14417 0.037
C 0.56920 -1.38342 -1.43794 -0.077
N -1.54868 -0.88339 1.23371 0.123
H -2.20650 -1.38232 1.81445 0.092
H 2.22147 0.83053 -1.14395 0.083
N 0.36282 0.49121 1.25601 0.179
H -0.98597 -1.10166 3.65966 0.052
H 1.03199 2.06658 -1.57838 0.080
H 0.70291 -1.64021 -2.49471 0.084
H 0.93269 0.41739 3.39526 0.048
H -1.44375 1.44941 -1.67696 0.082
H -1.06297 0.37275 -3.02080 0.085
C -1.13828 0.43241 -1.92982 -0.083
H 1.50341 -1.59683 -0.91739 0.083
O 1.54221 1.10961 2.84359 -0.080
H 1.14120 1.98839 2.86521 0.057
H -1.92093 -0.26336 -1.62297 0.066
N -0.24055 -0.58380 3.20975 0.036
C 0.20172 0.08157 -1.30808 -0.501
C -0.46490 -0.34624 1.93621 -0.603
C 1.31798 1.02363 -1.72384 -0.075
H -0.21077 -2.02048 -1.02135 0.069
H -1.99984 -0.24970 0.59160 0.077
```

The net charge is 0. Its orbital gap (alpha / beta) is 8.00 / 8.00 eV. For the relative energy (zero: lowest compared OMol25 entry of this formula, charge and spin), the calculation gives 103.2 kcal/mol.

***

Density functional theory data (ωB97M-V/def2-TZVPD) for C5H15N3O2Rb as an isolated structure.

```
26
Properties=species:S:1:pos:R:3:lowdin_charge:R:1
H 1.04260 -2.89887 -4.13630 0.129
H 0.82429 3.83594 0.11948 0.100
N 1.39477 -2.80106 -1.71433 0.200
H -2.87318 -0.22494 1.97066 0.087
C -0.64594 1.51583 0.89748 -0.173
O 0.84668 -0.65534 -1.92591 -0.484
H -0.85535 -0.64014 2.87143 0.078
H 0.17638 3.86084 1.75348 0.106
N -0.12020 -0.52124 2.18916 0.052
N 0.89819 -1.99081 -3.71837 0.200
C 0.87813 3.35039 1.09388 -0.122
H 1.61931 -2.71206 -0.73363 0.120
H -2.84436 -0.39203 0.25449 0.084
H 1.71357 -3.59721 -2.24782 0.126
C -2.26544 -0.61017 1.15191 -0.035
H 1.88647 3.41193 1.50323 0.109
Rb 1.55013 0.33254 -0.51182 1.518
C 1.05788 -1.73152 -2.43718 -0.727
H -1.07135 1.72722 1.87852 0.141
H -2.31664 -1.68682 1.31412 0.092
H -0.38624 -0.48563 0.15807 0.026
O 0.71999 2.00713 0.96960 -0.464
H 0.23647 -1.36927 -4.16097 0.135
H -1.04927 1.99382 0.00476 0.145
H 0.42508 0.29475 2.42778 0.062
C -0.84196 -0.01327 1.02829 -0.503
```

The net charge is +1. Its orbital gap is 10.14 eV. For the relative energy (zero: lowest compared OMol25 entry of this formula, charge and spin), the calculation gives 130.7 kcal/mol.

***

Density functional theory data (ωB97M-V/def2-TZVPD) for a 2-piece molecular cluster, C5H15NO overall.

```
22
Properties=species:S:1:pos:R:3:lowdin_spin:R:1
H 1.54620 -0.05244 -0.66692 0.032
C -0.47241 0.30766 -1.39368 0.022
H -0.03393 2.37353 -1.37764 0.002
H -0.86839 1.71103 -2.90979 0.002
H -0.95583 -0.41078 -2.07587 0.007
H -2.21541 -1.88308 -0.29303 0.015
N 0.97403 0.11292 -1.48899 0.022
H 1.02412 -0.80267 -1.93057 0.022
C -1.11716 -0.07368 -0.02741 0.013
C -0.57083 0.84129 1.10724 0.087
H -0.58770 -2.14294 -0.51371 0.033
C -1.25351 -1.57900 0.14789 0.136
H 2.71758 -1.91790 2.42914 0.116
H -1.18067 -1.92449 1.17354 0.059
C -0.82300 1.77109 -1.82115 0.010
H -2.16595 0.26267 -0.15065 0.002
O 2.73936 -1.01574 2.79864 0.253
H -1.74988 2.19874 -1.42884 0.002
H 1.91368 -1.03134 3.30985 0.100
H -1.30958 1.64522 1.25188 0.011
H 0.33418 1.28629 0.68841 0.010
H -0.38821 0.38759 2.07448 0.045
```

The spin multiplicity is 2. The net charge is -1. Its orbital gap (alpha / beta) is 2.75 / 9.79 eV. For the relative energy (zero: lowest compared OMol25 entry of this formula, charge and spin), the calculation gives 17.9 kcal/mol.

***

Density functional theory data (ωB97M-V/def2-TZVPD) for a 2-piece molecular cluster, C5H15NO overall.

```
22
Properties=species:S:1:pos:R:3:lowdin_charge:R:1
C 0.18177 0.79706 -0.37673 -0.237
H -2.73436 0.24780 -2.20655 0.067
C -1.32057 0.80120 -0.64686 -0.250
H 0.56170 -1.20433 1.50314 0.078
H -1.06544 0.42084 -2.76875 0.075
N 0.79816 -0.52111 -0.51554 -0.275
H 0.66459 1.44711 -1.11219 0.118
H -1.54068 -0.99541 -1.86201 0.063
H 2.56226 -0.04677 0.58379 0.086
C 0.29865 -1.46329 0.45977 -0.113
H 2.61083 0.27083 -1.16882 0.082
H 0.38770 1.21766 0.62109 0.109
H -1.84774 0.35170 0.19724 0.094
H -0.66429 0.93866 4.13072 0.036
C -1.69146 0.08269 -1.93923 -0.112
O -0.25372 1.22421 3.30855 -0.060
H 0.71254 -2.45257 0.26000 0.087
H -0.78470 -1.56018 0.40218 0.076
H -1.65234 1.83798 -0.70368 0.106
H -0.16199 0.41314 2.79924 -0.003
C 2.24410 -0.41308 -0.40460 -0.110
H 2.69500 -1.39412 -0.56078 0.082
```

The net charge is 0. Its orbital gap is 9.48 eV. For the relative energy (zero: lowest compared OMol25 entry of this formula, charge and spin), the calculation gives 19.2 kcal/mol. The SMILES is CCCN(C)C.O.

***

Density functional theory data (ωB97M-V/def2-TZVPD) for a 2-piece molecular cluster, C5H15NO overall.

```
22
Properties=species:S:1:pos:R:3:lowdin_charge:R:1
H -2.27985 0.05212 0.77382 0.071
N 0.55636 1.08209 2.35611 0.034
C 0.07535 0.81284 -0.16241 -0.380
H 1.02559 2.48469 0.67406 0.059
C 1.07740 -0.19751 -0.76258 -0.084
C -1.66755 0.26260 1.65011 -0.077
H 2.00919 -0.25405 -0.19835 0.082
H 0.08547 -0.69207 1.33499 0.118
H -0.60416 -4.40093 -4.06084 0.027
H -0.06186 1.06091 3.15826 0.061
H 0.04419 -4.14509 -2.80361 0.016
H -0.90292 0.82987 -0.65830 0.122
H 1.47157 2.23259 -1.03694 0.068
H -1.95199 -0.40493 2.45705 0.076
H 1.28237 -0.15806 -1.83099 0.075
H -0.04251 3.05344 -0.48227 0.072
C -0.19343 0.37942 1.29057 -0.440
H -2.05448 1.28134 1.80705 0.086
H 0.66945 -1.21097 -0.61046 0.069
H 1.41246 0.59137 2.60119 0.077
C 0.64642 2.21867 -0.32973 -0.085
O -0.47308 -3.68198 -3.44562 -0.045
```

The net charge is 0. Its orbital gap is 10.10 eV. For the relative energy (zero: lowest compared OMol25 entry of this formula, charge and spin), the calculation gives 28.2 kcal/mol. The SMILES is CC(C)[C@H](C)N.O.

***

Density functional theory data (ωB97M-V/def2-TZVPD) for a 2-piece molecular cluster, C5H15NO overall.

```
22
Properties=species:S:1:pos:R:3:lowdin_charge:R:1
H 0.83679 1.92873 -1.42765 0.086
C -1.62701 -0.43459 -1.90886 -0.131
H -0.55581 -2.41091 1.23154 0.033
H 1.10193 -1.00495 0.81519 0.079
H -0.97409 0.42544 0.56119 0.133
H 1.77334 0.11168 2.63754 0.072
O 0.02078 -3.15877 1.49163 -0.071
H 0.14220 0.75588 2.51855 0.070
C -0.15828 0.45266 -0.16985 -0.451
H -2.29634 0.24820 -1.39501 0.072
H 0.11564 2.55005 0.06840 0.080
H 2.03217 0.23096 0.14198 0.113
H -1.43712 0.06525 -2.87013 0.075
N -0.39628 -0.65075 -1.12285 -0.087
H 0.38002 -0.65732 -1.78150 0.105
H 1.56833 1.73630 2.08918 0.069
C 1.11290 0.74484 2.04058 -0.105
C -0.01556 1.83518 -0.74243 -0.066
C 1.08275 0.07924 0.66883 -0.237
H 0.27042 -3.60267 0.68414 0.027
H -0.83763 2.12487 -1.39916 0.067
H -2.13914 -1.36932 -2.13131 0.067
```

The net charge is 0. Its orbital gap is 10.14 eV. For the relative energy (zero: lowest compared OMol25 entry of this formula, charge and spin), the calculation gives 19.4 kcal/mol. The SMILES is CC[C@@H](C)NC.O.

***

Density functional theory data (ωB97M-V/def2-TZVPD) for a 2-piece molecular cluster, C5H15NO overall.

```
22
Properties=species:S:1:pos:R:3:lowdin_charge:R:1
H -0.76792 0.93375 -0.76115 0.064
H -2.25470 0.18358 1.42648 0.098
H -0.24911 -1.77902 0.66312 0.098
C 1.68510 0.24673 1.28724 -0.289
N -0.54748 -0.88933 1.02292 -0.104
C -1.74367 0.42765 -0.73988 -0.087
C -1.85820 -0.39452 0.59201 -0.248
H 2.82099 -1.60154 1.41212 0.067
O -1.05942 1.80943 -4.20632 -0.063
H -1.91819 -0.21292 -1.60999 0.058
H 3.50917 -0.30919 0.21211 0.074
H -2.48539 1.19129 -0.82371 0.045
H 1.98084 1.06118 1.97805 0.102
H 0.74344 -1.09532 2.67110 0.109
H -0.36897 1.60451 -4.84606 0.032
C 0.45086 -0.35085 1.92567 -0.266
C 2.64800 -0.80404 0.69260 -0.096
H 1.99014 -1.14214 -0.11016 0.060
H -2.47037 -1.33479 0.51143 0.114
H 1.42168 0.95230 0.48827 0.093
H -1.59346 1.01140 -4.29131 0.029
H 0.06664 0.49185 2.50548 0.109
```

The net charge is 0. Its orbital gap is 8.82 eV. For the relative energy (zero: lowest compared OMol25 entry of this formula, charge and spin), the calculation gives 40.1 kcal/mol. The SMILES is CCCNCC.O.

***

Density functional theory data (ωB97M-V/def2-TZVPD) for a 2-piece molecular cluster, C5H15NO overall.

```
22
Properties=species:S:1:pos:R:3:lowdin_charge:R:1
H -1.72118 0.60108 2.20881 0.062
H -0.79985 -0.58637 -2.10846 0.106
H 0.86980 -0.80331 -3.63446 0.070
H -1.06248 1.96009 1.31159 0.071
N -0.03966 0.60935 -0.64914 -0.215
H 0.72543 2.45481 -0.14548 0.079
H 0.72742 0.86154 -3.27955 0.076
H -1.71645 -2.00370 3.71387 0.046
C 1.11816 1.44484 -0.32580 -0.116
C -0.85851 0.94389 1.63426 -0.102
H -1.47291 -0.61027 0.31552 0.110
C -0.54613 -0.07821 0.55741 -0.285
H 1.73457 1.25316 0.56438 0.087
H 1.77772 1.55417 -1.17150 0.055
H 0.14772 -0.86828 0.85910 0.105
O -1.19347 -2.54308 3.09348 -0.054
H -1.65874 -3.36456 3.02053 0.018
C 1.11925 -0.07370 -2.86654 -0.097
C 0.19612 -0.46718 -1.68697 -0.242
H 0.54522 -1.38692 -1.21703 0.101
H -0.01353 0.98959 2.33076 0.071
H 2.12151 0.11306 -2.52478 0.054
```

The net charge is 0. Its orbital gap is 9.05 eV. For the relative energy (zero: lowest compared OMol25 entry of this formula, charge and spin), the calculation gives 35.5 kcal/mol. The SMILES is CCN(C)CC.O.

***

Density functional theory data (ωB97M-V/def2-TZVPD) for a 2-piece molecular cluster, C5H15NO overall.

```
22
Properties=species:S:1:pos:R:3:lowdin_charge:R:1
C 0.60115 2.32312 -1.50308 -0.136
N 1.42739 -0.29102 -0.06546 -0.315
O -4.78685 -1.72488 2.65590 -0.094
H 1.30115 -1.31271 -1.97773 0.074
C 1.54249 -1.41095 -0.93283 -0.144
H 2.53722 -1.93935 -0.84325 0.098
C 1.66835 -0.58132 1.27232 -0.170
H 2.69259 -1.16390 1.29166 0.121
H 0.07950 0.95777 0.87829 0.132
H 0.88474 2.89869 -0.54900 0.098
H -1.46754 1.41935 -0.93019 0.128
H -0.62820 0.54866 -2.11749 0.120
H -0.69968 -0.51179 -0.28132 0.127
H -5.51535 -1.16473 2.32766 0.035
H 0.89320 -2.26967 -0.71259 0.076
H 1.54057 0.22545 2.02796 0.079
C 0.05380 0.30658 -0.06892 -0.245
H 0.29270 2.96160 -2.28640 0.037
C -0.36597 1.22875 -1.21973 -0.312
H 1.64838 1.88010 -1.86783 0.116
H 0.70892 -1.25282 1.54200 0.116
H -4.40854 -1.12695 3.36003 0.058
```

The net charge is 0. Its orbital gap is 9.14 eV. For the relative energy (zero: lowest compared OMol25 entry of this formula, charge and spin), the calculation gives 65.5 kcal/mol. The SMILES is CCCN(C)C.O.

***

F_max in eV Å⁻¹, matching the order above: 2.89, 0.93, 1.37, 14.97, 1.87, 0.26, 2.42, 1.64, 1.97, 2.36, 4.12
Molecular weight in Da, matching the order above: 117.2, 133.2, 133.2, 234.7, 105.2, 105.2, 105.2, 105.2, 105.2, 105.2, 105.2
Calculated total energy in hartree, matching the order above: -363.0039, -438.9642, -438.8705, -537.9920, -329.4247, -329.4770, -329.4627, -329.4766, -329.4437, -329.4510, -329.4032